# 1
DFT (ωB97M-V/def2-TZVPD) results for 7 unconnected molecules or ions with the total composition C31H37F7NO20.

Structure (XYZ):
```
96
Properties=species:S:1:pos:R:3:lowdin_charge:R:1
C -1.91 -4.49 7.15 -0.54
O -1.18 -4.58 6.21 0.16
O -1.92 6.23 3.54 0.14
F 1.82 1.48 -7.16 0.09
O 0.45 -0.81 5.22 0.15
C -1.20 5.83 2.40 -0.34
C 0.42 1.97 -0.44 0.03
H 3.48 0.02 -0.81 0.12
H -3.51 -5.35 -2.34 0.18
C -4.51 -4.24 -3.94 -0.07
H -5.01 -2.81 0.77 0.09
H 1.43 2.27 -0.68 0.16
C 2.44 -0.28 -0.97 -0.21
H 6.37 2.94 -1.76 0.14
O -3.26 6.58 1.77 0.08
H -1.22 4.74 2.33 0.14
C -1.39 2.15 1.01 -0.02
O 6.93 2.55 -5.93 0.18
C -4.31 -1.98 0.72 0.02
H -3.10 0.97 0.53 0.14
C 2.00 0.37 -2.29 -0.19
C 1.73 -2.32 0.36 -0.10
H -2.79 -5.46 9.61 0.15
H 2.36 -0.27 -3.10 0.12
O 3.20 3.58 -3.51 0.15
C -3.35 -5.03 8.78 -0.04
H 0.08 -0.47 -2.78 0.12
H 0.69 -2.61 0.21 0.07
O 7.87 3.95 -4.43 0.14
H 7.96 2.29 -2.21 0.15
F -3.01 -2.99 9.92 0.09
C 3.06 3.32 -4.66 -0.55
O -2.76 -5.46 7.54 0.09
H 0.29 1.19 -3.29 0.14
F 0.08 6.25 2.51 0.08
C 2.04 2.65 -6.53 -0.31
C 7.53 4.23 -3.08 -0.31
O 1.20 -2.10 3.54 0.06
O -4.27 -5.12 -5.03 0.08
H 2.48 1.35 -2.47 0.09
H 1.71 -1.52 1.11 0.04
H 1.88 0.08 -0.10 0.08
C 1.26 -2.90 4.74 -0.03
H 0.95 -3.92 4.54 0.14
C -2.38 -0.23 -1.67 -0.36
C 3.40 3.21 -6.87 -0.04
H -4.85 -1.04 0.85 0.09
F 0.69 -2.26 6.93 0.09
O -1.99 -3.40 7.95 0.13
O -5.01 -6.38 -3.31 0.14
O 2.16 2.41 -5.13 0.12
F 8.62 4.69 -2.44 0.08
C -3.60 -1.95 -0.64 -0.37
C 0.31 -2.17 5.64 -0.32
O -3.58 -0.58 -1.05 0.01
H -1.87 6.00 0.34 0.14
C 7.10 2.88 -4.80 -0.55
O 0.74 0.07 3.16 0.13
H -0.73 -2.47 5.54 0.15
C -1.52 0.73 -0.88 0.01
H 3.43 -2.20 -0.92 0.10
O -2.14 -0.65 -2.77 0.18
H 1.21 3.33 -6.71 0.18
C -3.19 -3.54 8.70 -0.31
H 6.74 4.99 -3.05 0.18
H 4.13 2.44 -7.09 0.15
H -1.82 2.57 1.91 0.14
H 2.28 -2.90 5.12 0.15
F -2.35 -2.51 -0.57 0.06
C -0.21 1.06 -1.25 -0.09
C 0.80 -0.86 3.91 -0.55
H -4.00 -3.02 8.18 0.18
O -4.68 -7.32 -5.34 0.20
O 3.75 3.89 -5.66 0.08
H 3.36 3.90 -7.71 0.15
H -4.39 -5.34 8.85 0.14
H -5.48 -3.76 -4.08 0.15
C -3.20 6.48 3.13 -0.53
H 2.30 -3.13 0.83 0.07
H -3.54 -2.07 1.49 0.09
F -5.35 -4.74 -1.79 0.06
C 7.11 2.88 -2.56 -0.05
H -1.55 7.55 1.13 0.15
C -2.10 1.28 0.26 0.06
C 0.47 0.49 -2.46 -0.10
N -0.15 2.49 0.64 0.15
H 1.90 -2.27 -1.82 0.11
O 6.56 2.26 -3.73 0.06
H 0.35 3.15 1.22 0.19
C 2.40 -1.83 -0.95 -0.21
C -4.66 -6.37 -4.64 -0.53
C -1.92 6.54 1.28 -0.06
H -4.21 -2.50 -1.36 0.14
H -3.74 -3.48 -3.87 0.13
O -4.13 6.58 3.85 0.21
C -4.50 -5.18 -2.76 -0.33
```

Summary:
HOMO level = -13.0 eV
Net charge = +1
E_LUMO = -4.752 eV
Total energy = -3461.9244 a.u.



# 2
DFT (ωB97M-V/def2-TZVPD) results for a molecular structure, C31H37N3O2RuTe.

Structure (XYZ):
```
75
Properties=species:S:1:pos:R:3:nbo_charge:R:1
C -3.96 -3.14 -1.48 -0.59
C -0.33 1.73 -2.39 -0.52
C 2.25 -1.96 -2.06 -0.03
C 0.99 -2.73 -1.69 -0.23
H -0.53 1.49 -3.43 0.24
C 1.34 -4.00 -0.92 -0.61
H 3.51 3.31 -1.22 0.21
H -2.77 4.15 -2.06 0.22
H -4.91 -3.21 -2.01 0.20
H 4.86 0.30 0.73 0.23
H -2.30 -1.32 3.85 0.25
C -1.59 2.36 -1.76 -0.28
C 2.64 -0.83 -1.31 0.20
H -3.60 2.43 -3.60 0.21
H 1.98 -3.77 -0.07 0.23
C 1.02 -1.31 1.93 0.13
H 0.59 -3.80 -3.54 0.20
C 3.01 -2.36 -3.14 -0.22
N 1.90 -0.55 -0.14 -0.66
C -2.76 1.41 -1.92 0.05
C -4.78 -0.44 -2.31 -0.22
C -3.88 -0.66 -1.28 0.01
C 2.17 -1.30 0.96 0.62
C -2.88 0.31 -1.04 0.12
C 4.15 1.24 -1.08 -0.24
H -0.02 -2.15 -3.52 0.21
H 0.49 2.44 -2.35 0.23
H -5.30 -2.95 0.86 0.20
C -4.70 0.67 -3.13 -0.19
H 0.37 -2.08 -1.04 0.19
H -0.03 0.74 -1.91 0.14
H -1.44 2.52 -0.68 0.22
C -1.81 3.74 -2.37 -0.60
C 0.13 -3.04 -2.92 -0.60
C -1.35 -1.32 3.33 -0.19
H -6.10 -1.81 -0.23 0.20
H -1.78 3.71 -3.46 0.20
Te 0.48 2.41 1.41 0.06
H 4.74 -1.96 -4.35 0.21
H 5.13 1.51 -1.51 0.20
H -3.08 -2.05 0.13 0.20
C -5.21 -1.98 0.37 -0.60
H 1.91 -2.25 3.62 0.25
H 1.87 -4.70 -1.56 0.21
C 4.33 1.20 0.44 -0.60
H -3.82 -4.07 -0.94 0.21
H -1.02 4.41 -2.03 0.21
O -3.49 0.04 1.74 -0.60
H 0.43 -4.48 -0.56 0.20
H 2.74 -3.25 -3.69 0.21
H 2.96 2.29 -2.56 0.21
C 3.74 -0.06 -1.72 -0.02
Ru 0.07 0.34 -0.16 0.67
C -3.96 -1.96 -0.52 -0.24
H -0.84 -3.41 -2.60 0.21
C 3.15 2.32 -1.48 -0.60
H 3.36 1.21 0.95 0.20
C -1.27 -0.79 2.06 0.13
H 4.89 2.07 0.77 0.21
C -3.67 1.58 -2.94 -0.25
H 2.21 2.15 -0.95 0.19
H -0.24 -2.27 4.90 0.23
H -5.41 0.81 -3.93 0.21
H 5.32 0.08 -3.13 0.21
C 1.00 -1.85 3.20 -0.19
C -2.38 -0.16 1.26 0.63
N -1.97 0.17 0.01 -0.64
H -3.17 -3.04 -2.22 0.21
H -5.56 -1.17 -2.49 0.21
O 3.19 -1.95 1.15 -0.61
C -0.20 -1.85 3.91 -0.15
H -5.14 -1.21 1.13 0.25
C 4.46 -0.49 -2.82 -0.21
C 4.13 -1.64 -3.51 -0.20
N -0.10 -0.81 1.40 -0.36
```

Summary:
HOMO level (alpha / beta) = -7.4 / -8.2 eV
Net charge = 0
Multiplicity = 5
E_LUMO (alpha / beta) = -0.444 / -2.466 eV
Total energy = -1881.1249 a.u.



# 3
DFT (ωB97M-V/def2-TZVPD) results for a molecular structure, C31H37N7O4.

Structure (XYZ):
```
79
Properties=species:S:1:pos:R:3:nbo_charge:R:1
H -0.78 -3.72 -0.07 0.28
H 1.74 -4.38 0.21 0.25
C 0.09 -3.08 0.22 -0.01
C -5.94 -3.07 0.57 -0.25
H -1.69 1.28 3.41 0.19
H -3.14 0.86 -3.26 0.25
C 4.56 -0.13 0.77 -0.45
H 1.93 -3.40 2.62 0.19
H -0.56 3.15 0.53 0.29
C 5.14 -0.31 -0.65 0.02
C -1.43 -1.44 -1.08 0.64
C 2.25 -0.16 1.54 0.45
C -4.02 3.80 -1.19 -0.22
N 0.03 0.06 2.86 -0.33
C -4.08 0.19 -1.50 -0.18
H -2.14 1.76 -0.96 0.46
H 1.12 3.38 -0.49 0.27
C -0.56 1.16 2.73 0.19
N 2.19 -1.66 1.56 -0.47
H 6.00 -0.52 -4.28 0.21
H 4.65 -1.27 1.18 0.24
H 5.21 2.56 1.57 0.20
H 6.91 -1.12 -0.34 0.22
C -0.11 1.43 -0.75 0.65
C -5.62 -0.76 0.15 0.21
C -5.44 1.56 0.03 -0.35
H -6.84 0.79 1.26 0.20
C 1.64 -3.35 0.12 -0.46
H -6.56 -3.68 1.10 0.20
C -0.05 2.88 -0.45 -0.75
C 4.59 0.01 -2.91 -0.18
C -5.99 0.39 0.41 -0.16
C 5.69 -0.29 -3.44 -0.24
N 0.14 2.48 2.71 -0.47
C -4.76 -0.89 -0.90 -0.21
C 1.21 1.78 2.17 0.50
H 3.35 -2.89 0.55 0.20
H 1.61 -3.47 -1.16 0.23
N 2.25 2.42 1.71 -0.49
H 0.46 -0.86 -0.47 0.45
C 3.34 0.45 1.09 -0.16
H 1.19 -1.99 3.34 0.22
C -1.57 -0.13 -1.85 -0.10
H -4.77 -3.27 0.65 0.21
H -3.90 4.31 -0.40 0.15
O 1.00 0.60 -0.85 -0.78
N -0.28 -1.49 -0.69 -0.61
O -2.29 -2.41 -1.08 -0.74
H -3.53 4.45 -1.94 0.18
C -3.08 0.13 -2.43 -0.36
H -0.56 3.50 -1.40 0.25
C 0.00 -2.61 1.71 -0.42
H 3.88 0.47 -3.58 0.19
C 6.41 -0.79 -2.32 -0.03
H 4.67 2.51 0.09 0.23
H -5.56 2.66 0.21 0.25
C -4.49 1.34 -0.81 0.41
C 3.34 1.92 1.30 0.39
H 5.39 0.35 1.39 0.23
H -3.24 -1.18 -3.09 0.22
C 6.23 -0.74 -1.08 -0.35
H 3.20 0.75 -1.11 0.27
O -6.18 -1.65 0.78 -0.46
C 4.55 2.65 1.01 -0.64
H -5.07 3.86 -1.56 0.14
H -0.84 -0.23 -2.33 0.20
N -1.28 0.98 -1.28 -0.58
C 4.19 0.12 -1.57 -0.27
C 2.58 -2.22 0.30 -0.27
H -4.38 -1.94 -1.13 0.27
N 1.20 0.50 2.13 -0.26
H 2.77 -1.57 -0.57 0.26
H 7.68 -1.22 -2.76 0.14
H -0.37 -3.82 2.22 0.17
H 4.11 3.62 0.88 0.24
O -3.65 2.63 -1.47 -0.60
C 1.24 -2.45 2.48 -0.20
H -0.70 -1.88 2.11 0.27
H -6.02 -3.22 -0.74 0.17
```

Summary:
HOMO level = -8.1 eV
Net charge = 0
ΔE to the lowest compared entry with this formula, charge and spin = 756.4 kcal/mol
E_LUMO = 0.536 eV
Total energy = -1886.6822 a.u.